[1]
Density functional theory data (wB97M-V/def2-TZVPD) for a structure of composition C18H16F6N8O6RbS3 at a distorted geometry.

```
58
C18H16F6N8O6RbS3, DFT wB97M-V/def2-TZVPD
Rb -0.0992 1.1765 0.2517
O 0.1645 -2.7374 2.9865
C -1.1124 -3.1307 2.8178
C -1.5902 -4.1585 3.6314
C -2.8941 -4.5976 3.5025
C -3.7446 -4.0216 2.5602
C -3.2690 -2.9998 1.7548
C -1.9591 -2.5353 1.8654
C -1.4300 -1.4638 0.9577
O -0.1827 -1.1864 0.9981
N -2.3548 -0.8308 0.2517
N -2.0174 -0.1345 -0.8551
C -2.7206 0.8927 -1.1494
C -2.5037 1.5693 -2.4477
C -3.5216 2.3446 -3.0007
C -3.3383 2.8998 -4.2544
C -2.1432 2.6764 -4.9199
C -1.1748 1.9181 -4.2784
N -1.3375 1.3788 -3.0731
H 0.2969 -2.0227 2.3125
H -0.9143 -4.5970 4.3568
H -3.2521 -5.3989 4.1407
H -4.7636 -4.3722 2.4536
H -3.9034 -2.5325 1.0125
H -3.5226 1.2465 -0.5077
H -4.4420 2.4928 -2.4482
H -4.1213 3.4945 -4.7102
H -1.9575 3.0867 -5.9037
H -0.2103 1.7479 -4.7487
C 4.2980 -2.2642 1.1009
C 3.5414 -3.0278 0.0782
N 3.7104 -4.2715 -0.2430
N 2.7732 -4.4684 -1.2270
C 2.0187 -3.3910 -1.5207
S 0.7996 -3.1896 -2.6428
N 2.5297 -2.4754 -0.6590
N 2.1724 -1.1281 -0.6238
H 4.9897 -2.9366 1.6017
H 3.6231 -1.8289 1.8420
H 4.8496 -1.4435 0.6361
H 2.6793 -5.3608 -1.6731
H 1.3189 -1.0507 -1.1705
H 1.9508 -0.8818 0.3316
F -1.2397 5.0229 -1.3301
C 0.0494 4.6999 -1.3253
F 0.2431 3.6771 -2.1470
F 0.7646 5.7393 -1.7357
S 0.5081 4.2601 0.3988
O -0.5824 3.4403 0.8764
O 0.7319 5.5163 1.0515
N 1.8323 3.4481 0.0638
S 2.6057 2.5647 1.1242
O 1.7818 1.5350 1.7198
O 3.8852 2.1892 0.6118
C 2.9707 3.6676 2.5571
F 3.5065 4.8097 2.1527
F 1.8657 3.9131 3.2537
F 3.8411 3.0298 3.3409
```

Calculated values
Charge: -1
E, eV: -92598.5544
Molar mass, g mol⁻¹: 736.033
HOMO-LUMO gap, eV: 7.57
LUMO, eV: 2.22

How is the electron density shared among the atoms? According to Mulliken, the charges in e are:
1 Rb 0.776
2 O -0.711
3 C 0.282
4 C -0.659
5 C -0.258
6 C -0.743
7 C -0.355
8 C 0.118
9 C 0.690
10 O -0.286
11 N -0.646
12 N -0.204
13 C -0.606
14 C 1.020
15 C -0.931
16 C -0.247
17 C -0.565
18 C -0.224
19 N -0.102
20 H 0.329
21 H 0.419
22 H 0.354
23 H 0.382
24 H 0.419
25 H 0.315
26 H 0.362
27 H 0.407
28 H 0.382
29 H 0.400
30 C -1.170
31 C 1.010
32 N -0.860
33 N 0.189
34 C 0.183
35 S -0.475
36 N 0.353
37 N -0.726
38 H 0.342
39 H 0.273
40 H 0.297
41 H 0.181
42 H 0.259
43 H 0.208
44 F -0.230
45 C 0.753
46 F -0.163
47 F -0.231
48 S 0.935
49 O -0.803
50 O -0.585
51 N -0.618
52 S 1.275
53 O -0.719
54 O -0.701
55 C 0.512
56 F -0.211
57 F -0.180
58 F -0.219



[2]
Density functional theory data (wB97M-V/def2-TZVPD) for a structure of composition C18H16KN4O2 at a distorted geometry.

```
41
C18H16KN4O2, DFT wB97M-V/def2-TZVPD
K 0.2864 -2.4305 -2.3626
O -0.1277 4.8329 -0.9935
C -0.5414 4.3300 -2.2510
C -0.4907 2.8283 -2.2045
C -1.2852 2.0548 -3.0349
C -1.1413 0.6806 -2.9915
N -0.3077 0.0474 -2.1647
C 0.4327 0.7913 -1.3279
C 0.3822 2.1779 -1.3423
C 1.3211 0.0695 -0.3555
C 1.7450 0.6968 0.8146
C 2.5761 0.0277 1.6988
C 3.0691 0.6725 2.9725
O 4.4845 0.7694 2.9880
C 2.9682 -1.2649 1.3738
C 2.4769 -1.8311 0.2162
N 1.6747 -1.1900 -0.6428
H -0.1874 5.7930 -1.0036
H 0.1269 4.6736 -3.0476
H -1.5540 4.6503 -2.5071
H -1.9976 2.5070 -3.7136
H -1.7377 0.0522 -3.6461
H 1.0075 2.7717 -0.6919
H 1.4023 1.6952 1.0566
H 2.8098 0.0473 3.8249
H 2.5885 1.6428 3.1143
H 4.7662 1.4244 2.3406
H 3.6322 -1.8214 2.0228
H 2.7433 -2.8502 -0.0478
N -2.2207 -0.6868 3.7585
C -2.3340 -1.3727 2.8439
C -2.4418 -2.2240 1.6864
C -3.4380 -3.1868 1.5728
C -3.4691 -3.9674 0.4318
C -2.5084 -3.7569 -0.5436
N -1.5460 -2.8304 -0.4450
C -1.5237 -2.0826 0.6549
H -4.1653 -3.3150 2.3640
H -4.2235 -4.7299 0.2979
H -2.5122 -4.3606 -1.4448
H -0.7402 -1.3354 0.7292
```

Calculated values
Charge: +1
E, eV: -45301.5438
Molar mass, g mol⁻¹: 359.450
HOMO-LUMO gap, eV: 9.26
LUMO, eV: -2.85

How is the electron density shared among the atoms? According to natural (NBO), the charges in e are:
1 K 0.965
2 O -0.718
3 C -0.093
4 C 0.044
5 C -0.238
6 C 0.049
7 N -0.509
8 C 0.175
9 C -0.228
10 C 0.166
11 C -0.237
12 C 0.031
13 C -0.094
14 O -0.694
15 C -0.224
16 C 0.041
17 N -0.510
18 H 0.487
19 H 0.192
20 H 0.186
21 H 0.232
22 H 0.194
23 H 0.245
24 H 0.231
25 H 0.206
26 H 0.179
27 H 0.472
28 H 0.243
29 H 0.196
30 N -0.254
31 C 0.253
32 C -0.190
33 C -0.102
34 C -0.240
35 C 0.051
36 N -0.492
37 C 0.084
38 H 0.247
39 H 0.243
40 H 0.198
41 H 0.211



[3]
Density functional theory data (wB97M-V/def2-TZVPD) for a structure of composition C18H16MoN4O4S at a distorted geometry.

```
44
C18H16MoN4O4S, DFT wB97M-V/def2-TZVPD
Mo -0.9329 1.2525 -0.4528
C -4.4500 0.5368 1.7020
C -3.2068 1.2647 1.3772
O -2.6521 0.9695 0.2411
C -2.6011 2.2448 2.2009
C -3.1885 2.5528 3.4516
C -2.5981 3.4462 4.3029
C -1.4087 4.0764 3.9222
C -0.8185 3.8372 2.6913
C -1.4072 2.9347 1.8440
O -0.8234 2.6924 0.6281
H -4.7197 -0.1304 0.8901
H -5.2644 1.2398 1.8853
H -4.3031 -0.0460 2.6149
H -4.1059 2.0611 3.7425
H -3.0437 3.6588 5.2640
H -0.9329 4.7714 4.6021
H 0.0838 4.3464 2.3829
N 4.7073 -4.8445 -0.9416
C 3.7658 -3.9118 -0.7220
C 2.4892 -4.0375 -1.3121
C 1.5336 -3.0825 -1.1091
C 1.8374 -1.9828 -0.2938
C 3.0969 -1.8388 0.3212
C 4.0467 -2.7921 0.0981
S 0.6924 -0.8074 -0.0035
O -0.6312 -1.0731 -0.6486
O 0.5943 -0.3971 1.3749
N 1.0342 0.6425 -0.8042
C 0.8138 0.5306 -2.2044
N 1.6065 -0.0406 -3.0662
C 1.1678 -0.0325 -4.3310
C -0.0504 0.5259 -4.7186
C -0.8456 1.0648 -3.7401
N -0.3998 1.0603 -2.4730
H 4.5150 -5.6595 -1.4973
H 5.6116 -4.7836 -0.5051
H 2.2675 -4.9028 -1.9232
H 0.5542 -3.1810 -1.5584
H 3.3089 -0.9928 0.9613
H 5.0225 -2.6998 0.5567
H 1.8214 -0.4928 -5.0624
H -0.3680 0.5249 -5.7507
H -1.8184 1.4947 -3.9372
```

Calculated values
Expectation value of S²: 2.017
Charge: +2
E, eV: -45750.7614
Molar mass, g mol⁻¹: 480.357
HOMO-LUMO gap (spin up / spin down), eV: 5.25 / 5.40
2S+1: 3
LUMO (spin up / spin down), eV: -8.34 / -8.19

How is the electron density shared among the atoms? According to natural (NBO), the charges in e are:
1 Mo 1.847
2 C -0.721
3 C 0.655
4 O -0.631
5 C -0.302
6 C -0.072
7 C -0.217
8 C -0.055
9 C -0.277
10 C 0.441
11 O -0.598
12 H 0.271
13 H 0.279
14 H 0.283
15 H 0.241
16 H 0.258
17 H 0.254
18 H 0.263
19 N -0.730
20 C 0.262
21 C -0.268
22 C -0.129
23 C -0.464
24 C -0.126
25 C -0.254
26 S 2.255
27 O -0.931
28 O -0.885
29 N -0.837
30 C 0.575
31 N -0.410
32 C 0.164
33 C -0.283
34 C 0.134
35 N -0.545
36 H 0.413
37 H 0.414
38 H 0.236
39 H 0.245
40 H 0.250
41 H 0.238
42 H 0.239
43 H 0.272
44 H 0.245



[4]
Density functional theory data (wB97M-V/def2-TZVPD) for a structure of composition C18H16N2NiO3S2Se4.

```
46
C18H16N2NiO3S2Se4, DFT wB97M-V/def2-TZVPD
Ni -0.1766 0.2014 -0.0898
O 0.4644 -1.5436 -0.9645
N 1.7105 -1.9512 -0.7519
C 2.6303 -1.5231 -1.6442
C 3.9460 -1.8729 -1.5599
C 4.3247 -2.6928 -0.4862
C 3.3857 -3.1011 0.4140
C 2.0062 -2.7404 0.3303
S 0.8315 -3.2182 1.4503
H 2.2076 -0.8835 -2.4049
H 4.6457 -1.5069 -2.2968
H 5.3584 -2.9945 -0.3614
H 3.6513 -3.7212 1.2592
Se -2.2437 -0.3757 -1.2975
Se -4.0868 0.9231 -0.8979
Se -1.2584 3.2524 -2.4018
Se -0.5047 1.0935 -2.3528
C -2.2814 4.6678 3.8926
C -1.8610 3.6571 2.8601
C -2.5115 2.4365 2.7556
C -2.0907 1.5220 1.8091
N -1.0614 1.7544 0.9929
C -0.4521 2.9372 1.0621
C -0.8236 3.9087 1.9764
H -2.2626 4.2317 4.8931
H -3.3005 5.0113 3.7025
H -1.6244 5.5377 3.8885
H -3.3435 2.1877 3.4025
H -2.5958 0.5758 1.6721
H 0.3534 3.0957 0.3597
H -0.3002 4.8566 1.9892
O 2.2064 0.7280 7.7232
C 1.3079 0.0829 6.9167
O 0.4143 -0.5329 7.4365
C 1.5271 0.2120 5.4503
C 2.6096 0.8842 4.8791
C 2.7342 1.0029 3.5096
C 1.7823 0.4589 2.6213
S 1.9608 0.7091 0.8976
C 0.7299 -0.2583 3.2118
C 0.6034 -0.3681 4.5855
H 2.8491 1.1754 7.1578
H 3.3983 1.3280 5.4835
H 3.5809 1.5330 3.0902
H 0.0171 -0.7748 2.5830
H -0.2239 -0.9229 5.0096
```

Calculated values
Expectation value of S²: 2.023
Charge: -2
E, eV: -352150.4909
Molar mass, g mol⁻¹: 747.004
HOMO-LUMO gap (spin up / spin down), eV: 5.15 / 5.49
2S+1: 3
LUMO (spin up / spin down), eV: 4.16 / 4.16

How is the electron density shared among the atoms? According to natural (NBO), the charges in e are:
1 Ni 1.143
2 O -0.705
3 N -0.017
4 C 0.043
5 C -0.314
6 C -0.200
7 C -0.248
8 C 0.044
9 S -0.341
10 H 0.231
11 H 0.207
12 H 0.196
13 H 0.218
14 Se -0.117
15 Se -0.607
16 Se -0.602
17 Se -0.137
18 C -0.629
19 C 0.015
20 C -0.271
21 C 0.088
22 N -0.544
23 C 0.088
24 C -0.233
25 H 0.217
26 H 0.216
27 H 0.206
28 H 0.207
29 H 0.227
30 H 0.235
31 H 0.197
32 O -0.699
33 C 0.782
34 O -0.603
35 C -0.268
36 C -0.188
37 C -0.259
38 C -0.122
39 S -0.415
40 C -0.187
41 C -0.155
42 H 0.476
43 H 0.167
44 H 0.209
45 H 0.222
46 H 0.225



> molar mass of number 3 (C18H16MoN4O4S)?

480.357 g mol⁻¹